Version 1
The following is a quantum chemistry calculation of an isolated ion of composition C4H9N4 and charge +1, from the Open Molecules 2025 dataset.

Results
2S+1 = 1
Lowest unoccupied orbital energy (spin up / spin down) = -3.42 / -3.42 eV
HOMO (spin up / spin down) = -12.50 / -12.50 eV
Total charge = +1

```
17
Properties=species:S:1:pos:R:3:nbo_charge:R:1
N 0.89363 0.80389 -0.69918 -0.707
N -3.55337 -0.22451 -0.05378 -0.332
N -1.05416 -0.25296 0.08929 -0.381
N -1.60594 0.86629 -0.30543 -0.267
C 0.35648 -0.39054 -0.05940 0.072
C -2.85290 0.91526 -0.42513 0.097
C 1.02852 -0.26797 1.33097 -0.608
C -2.96146 -1.26547 0.04468 0.351
H 0.71397 0.68283 1.80285 0.218
H -2.85416 -2.23991 0.38434 0.245
H -3.47614 1.75075 -0.64429 0.226
H 1.93863 0.99721 -0.34966 0.470
H 0.59488 -1.43931 -0.35968 0.248
H 0.69839 -1.14056 1.91929 0.254
H 2.04365 -0.12848 1.20153 0.197
H 0.28153 1.49914 -0.34398 0.460
H 0.66932 0.85407 -1.71965 0.457
```



Version 2
The following is a quantum chemistry calculation of an isolated ion of composition C4H9N4 and charge +1, from the Open Molecules 2025 dataset.

Results
2S+1 = 1
Lowest unoccupied orbital energy = -4.77 eV
HOMO = -12.18 eV
Total charge = +1

```
17
Properties=species:S:1:pos:R:3:nbo_charge:R:1
N 1.94407 0.30350 0.31439 -0.118
N -1.73399 0.13995 0.48372 -0.344
N 2.10102 0.52329 1.50046 -0.350
N -2.24508 1.27971 -0.10024 -0.034
C 0.64717 0.04531 -0.19052 -0.121
C -0.38575 -0.01644 0.97149 -0.294
C 0.71459 -1.03348 -1.37148 -0.630
C -2.70644 2.32657 -0.32459 0.372
H -0.21759 -1.02607 -1.96060 0.210
H 0.77675 -2.17151 -0.95962 0.228
H -3.15416 3.19397 -0.71076 0.297
H -0.45670 -0.92051 1.56203 0.259
H 1.67437 -0.82372 -2.01796 0.269
H -0.00214 0.60339 1.71166 0.268
H 3.00891 0.96899 1.74808 0.353
H 0.46472 1.00052 -0.87074 0.222
H -2.03116 -0.64766 0.01530 0.413
```



version 1 (166.4 kJ/mol below the next structure)



Version 1
The following is a quantum chemistry calculation of a 9-piece molecular cluster, C9H36O9 overall, from the Open Molecules 2025 dataset.

Results
2S+1 = 1
Lowest unoccupied orbital energy = 0.36 eV
HOMO = -9.58 eV

```
54
Properties=species:S:1:pos:R:3:nbo_charge:R:1
O -2.66533 -4.05166 -3.58674 -0.733
O 2.62954 1.86120 2.29751 -0.738
O -0.46703 -2.20055 2.73475 -0.739
O -1.71112 4.42952 1.16329 -0.731
O 1.20199 -1.96150 -3.01261 -0.756
O -0.51505 -0.88308 -0.75954 -0.766
O -3.14350 -1.81258 0.39667 -0.742
O 0.13030 3.91159 -2.27573 -0.761
O 1.82471 -0.35691 3.28978 -0.770
C 1.07282 -0.78056 -3.81199 -0.256
C -1.92911 3.06371 0.94873 -0.248
C -1.50580 -3.55440 -2.99943 -0.240
C 1.30004 4.02114 -1.41313 -0.279
C -4.23174 -1.18229 -0.17171 -0.255
C 1.77176 0.11195 4.65876 -0.271
C 0.46639 -2.99795 2.08016 -0.265
C 0.21703 0.10942 -0.19006 -0.242
C 3.52993 1.71817 1.24788 -0.255
H 0.87958 4.79250 -0.76790 0.182
H 4.56394 1.45195 1.46705 0.149
H 0.53509 -0.35745 0.74213 0.163
H 2.46016 1.00358 2.69424 0.492
H 0.02819 -1.38467 -1.37184 0.499
H -4.22550 -1.08926 -1.25771 0.173
H 1.46618 -2.81769 2.47514 0.175
H 3.32784 1.04332 0.41611 0.149
H -1.60669 -3.74782 -1.93148 0.160
H 0.76894 0.47140 4.88948 0.184
H 0.62718 -0.91858 -4.79710 0.176
H 2.06067 -2.36127 -3.16898 0.481
H -2.97514 2.79630 1.09838 0.155
H 1.18810 -1.03694 3.05766 0.513
H -0.11433 4.67432 -2.80488 0.480
H -1.32900 -2.33521 2.33417 0.498
H 0.34173 -4.08066 2.09768 0.170
H 1.06095 0.44207 -0.79441 0.163
H -2.20879 4.97990 0.55419 0.465
H 2.52224 0.86088 4.91173 0.199
H -1.38578 -2.48203 -3.15343 0.180
H -1.31446 2.45934 1.61585 0.188
H -1.69945 2.93570 -0.10909 0.172
H -5.14164 -1.70209 0.12829 0.171
H 3.70290 2.73514 0.89582 0.170
H -2.41336 -1.39058 -0.06203 0.491
H 1.60024 3.27506 -0.67737 0.210
H 2.10889 -0.56562 5.44320 0.173
H 2.10465 -0.44468 -3.91507 0.172
H -0.39616 0.97600 0.05721 0.181
H -2.70753 -5.00947 -3.63590 0.470
H -0.58047 -4.03766 -3.31302 0.161
H 2.18459 4.50603 -1.82610 0.168
H 0.48692 -0.02034 -3.29538 0.192
H 0.51308 -2.79712 1.00984 0.168
H -4.40969 -0.26962 0.39705 0.156
```



Version 2
The following is a quantum chemistry calculation of a 9-piece molecular cluster, C9H36O9 overall, from the Open Molecules 2025 dataset.

Results
2S+1 = 1
Lowest unoccupied orbital energy = 0.15 eV
HOMO = -10.05 eV

```
54
Properties=species:S:1:pos:R:3:nbo_charge:R:1
O 1.73851 -2.84141 4.03757 -0.746
O 4.39978 -1.81320 1.14347 -0.735
O -0.59316 5.22561 0.13949 -0.751
O 2.28813 3.93703 2.69887 -0.716
O -6.82334 2.42493 -3.14104 -0.723
O -0.98853 -0.98083 -1.63160 -0.729
O 4.08239 -4.91701 -1.20953 -0.708
O -0.77063 1.05187 -5.19244 -0.732
O -3.51075 -0.13412 1.15454 -0.735
C 1.57830 2.88456 3.26173 -0.243
C 3.43983 -6.06908 -0.95188 -0.231
C -5.53712 1.89915 -3.53219 -0.257
C 0.17180 -1.13925 -0.96800 -0.232
C 4.88499 -0.52484 1.04917 -0.239
C -1.88658 4.50115 0.14843 -0.250
C -3.28490 -0.57384 2.50664 -0.257
C -0.30944 2.36613 -4.92154 -0.243
C 1.61642 -4.20810 3.54957 -0.255
H -4.10428 -1.16566 2.91463 0.171
H -1.65818 -0.69111 -1.00773 0.481
H -4.29232 0.42269 1.12798 0.472
H -5.07547 1.16676 -2.86992 0.184
H 0.87437 -0.43627 -1.41558 0.162
H 1.67719 4.40700 2.12660 0.473
H 2.21509 2.27830 3.90597 0.176
H -1.88569 3.72994 -0.62185 0.167
H 0.05812 -0.82850 0.07056 0.154
H -2.68161 5.18402 -0.15109 0.172
H -2.40521 -1.21576 2.55334 0.183
H 2.52342 -4.71436 3.87993 0.175
H 2.36095 -5.98047 -0.82444 0.143
H 0.73270 3.27495 3.82799 0.157
H 0.46328 2.31379 -4.15456 0.159
H 1.51641 -4.25296 2.46510 0.182
H -1.05953 3.02208 -4.47972 0.152
H 0.54274 -2.16392 -0.94428 0.163
H -0.92291 0.54374 -4.39229 0.479
H -5.58123 1.37889 -4.48901 0.169
H -7.20938 2.82617 -3.92306 0.467
H 3.63775 -1.84054 1.72671 0.468
H 4.04787 -4.36871 -0.42227 0.474
H -2.06725 4.01860 1.10896 0.190
H 3.56659 -6.80510 -1.74580 0.174
H -4.80704 2.69922 -3.65456 0.160
H 1.22566 2.13837 2.54974 0.153
H 0.13970 2.84478 -5.79175 0.184
H 4.93784 -0.14591 2.06982 0.159
H -3.00617 0.22953 3.18855 0.167
H 3.83480 -6.52849 -0.04577 0.147
H -0.39886 5.62793 -0.71021 0.472
H 4.25619 0.12020 0.43548 0.163
H 5.90762 -0.69659 0.71327 0.184
H 1.40798 -2.74232 4.93342 0.473
H 0.73297 -4.73886 3.90442 0.171
```



Version 3
The following is a quantum chemistry calculation of a 9-piece molecular cluster, C9H36O9 overall, from the Open Molecules 2025 dataset.

Results
2S+1 = 1
Lowest unoccupied orbital energy = 0.14 eV
HOMO = -10.02 eV

```
54
Properties=species:S:1:pos:R:3:nbo_charge:R:1
O -6.21909 1.42294 3.88832 -0.730
O 4.89907 -5.33239 -1.73229 -0.724
O 2.79416 1.37712 -5.79804 -0.730
O -2.05285 3.41394 3.31960 -0.738
O -0.40626 -3.83325 4.45736 -0.729
O -1.19168 -0.96420 -1.09090 -0.717
O 1.96217 5.15838 -1.54321 -0.730
O 1.22454 0.38285 2.38580 -0.743
O -0.23813 -2.15241 -5.13672 -0.736
C -0.84373 -3.35950 -5.63204 -0.250
C 2.64074 0.74199 2.36766 -0.256
C 4.09686 1.46465 -5.22076 -0.255
C 0.59884 4.76222 -1.42914 -0.250
C 4.39176 -4.10042 -2.21119 -0.253
C -2.01561 0.07121 -1.50591 -0.257
C -5.68342 0.16287 4.08842 -0.237
C -1.27729 -4.37948 5.38447 -0.245
C -1.41586 4.45148 4.05699 -0.250
H -2.98427 3.39553 3.55136 0.471
H -5.08503 0.15446 4.99944 0.182
H -0.35453 4.53683 3.82379 0.186
H -0.72271 -0.65022 -0.31432 0.477
H -0.36445 -2.05820 -4.18974 0.471
H -2.25659 0.81436 -0.74581 0.169
H 4.60056 0.50098 -5.29648 0.159
H -1.90214 -3.33052 -5.37314 0.159
H 5.18671 -3.40665 -2.48473 0.176
H -1.17830 -3.75340 6.27122 0.160
H -1.70909 0.62232 -2.39497 0.158
H -0.68144 -3.32883 -6.70945 0.190
H 2.86081 1.76939 2.07760 0.173
H -2.30114 -4.56926 5.06226 0.162
H 4.77068 2.26257 -5.53282 0.190
H 0.10019 5.55527 -0.87190 0.161
H -5.10034 -0.14005 3.21873 0.158
H 3.59312 -3.69221 -1.59179 0.170
H -2.92010 -0.33405 -1.95952 0.170
H 4.12043 1.50766 -4.13187 0.158
H -6.86018 1.44097 3.17398 0.469
H -1.51301 4.07735 5.07615 0.163
H -0.91346 -5.33749 5.75590 0.178
H -6.51734 -0.53120 4.19294 0.158
H 3.02597 0.62574 3.38069 0.170
H -0.57128 -4.29298 -5.13961 0.166
H 3.87860 -4.33478 -3.14384 0.163
H 0.66763 1.16330 2.43401 0.475
H -0.68027 -2.99409 4.08008 0.474
H 0.44688 3.91027 -0.76644 0.181
H 3.26057 0.13923 1.70390 0.182
H 0.10959 4.57511 -2.38503 0.169
H 2.05059 5.96365 -2.05830 0.469
H 4.38917 -5.58801 -0.96012 0.468
H -1.98394 5.38143 4.03266 0.168
H 2.27386 0.65754 -5.43323 0.477
```



Version 4
The following is a quantum chemistry calculation of a 9-piece molecular cluster, C9H36O9 overall, from the Open Molecules 2025 dataset.

Results
2S+1 = 1
Lowest unoccupied orbital energy = 0.25 eV
HOMO = -9.91 eV

```
54
Properties=species:S:1:pos:R:3:nbo_charge:R:1
O -0.23306 -0.44448 -0.76576 -0.776
O -2.05197 0.81661 -4.45941 -0.730
O 3.20681 -1.33949 -0.92831 -0.734
O 2.98500 -4.74490 -0.40837 -0.744
O 3.64472 2.76407 -0.15674 -0.726
O -3.10051 2.12960 1.04075 -0.736
O 2.03879 -0.52102 3.81226 -0.739
O -2.88693 -1.09822 -2.42800 -0.757
O -2.82142 -0.06366 4.92793 -0.721
C -0.77734 1.20136 -3.90232 -0.261
C -0.42632 0.27761 0.50801 -0.253
C 2.86653 -0.02334 2.71803 -0.262
C -4.06345 -1.54096 -1.76060 -0.254
C -3.86120 1.83761 -0.05485 -0.241
C 2.23653 2.76969 -0.49184 -0.255
C 2.15916 -4.09843 0.54351 -0.238
C 3.00705 -0.90918 -2.25412 -0.250
C -2.06710 1.08023 4.37894 -0.269
H 1.28533 -3.68907 0.03663 0.167
H 3.79131 -4.30096 -0.68111 0.463
H -4.81940 -0.77149 -1.60392 0.167
H 2.63000 1.03505 2.60877 0.164
H -2.24060 1.19492 3.30897 0.180
H -0.98154 -0.40885 1.14725 0.188
H -3.37048 1.91014 -1.02543 0.166
H 1.90752 -4.89231 1.24674 0.180
H -0.77350 1.37172 -2.82573 0.161
H -0.48260 2.18429 -4.26984 0.171
H -2.53200 1.94661 4.84944 0.165
H -0.89528 1.23022 0.26163 0.189
H -0.99847 0.94535 4.54607 0.190
H 2.75264 0.13808 -2.41730 0.178
H -4.62662 2.61114 -0.11713 0.161
H 1.96071 3.82322 -0.44622 0.169
H -2.59902 2.94761 1.00981 0.473
H 2.73017 -3.35476 1.09941 0.172
H -4.24534 0.82576 0.07431 0.181
H 3.96777 -1.11915 -2.72425 0.165
H -2.30255 0.05164 -3.93632 0.492
H -4.47370 -2.45837 -2.18268 0.182
H 2.74272 -0.45417 1.72448 0.198
H 0.55751 0.45228 0.94353 0.173
H 0.55499 -0.98939 -0.70549 0.480
H 4.11718 2.87481 -0.98507 0.464
H 3.92818 -0.08186 2.95803 0.169
H -2.20892 -0.93610 -1.76797 0.500
H -3.69346 0.15467 4.59104 0.455
H 4.01285 -1.85692 -0.99291 0.466
H 1.66975 2.22823 0.26558 0.178
H -3.84815 -1.90392 -0.75560 0.168
H 0.07365 0.54537 -4.08560 0.157
H 2.24277 -1.58557 -2.63680 0.175
H 2.00352 2.37009 -1.47883 0.169
H 2.30776 -0.13140 4.64740 0.470
```



version 4 (5.2 kJ/mol below the next structure)